{
  "formula": "CH4N3O2",
  "method": "ωB97M-V/def2-TZVPD",
  "symbols": ["C", "N", "N", "N", "O", "O", "H", "H", "H", "H"],
  "positions_angstrom": [[-1.4645, 0.3895, 0.8725], [-0.1242, 0.0877, 0.5282], [0.0525, -0.1859, -0.7513], [1.1459, -0.3298, -1.2832], [1.4368, -0.6445, -2.4574], [2.3580, -0.4994, -0.2394], [-1.8223, -0.6655, 1.1926], [-1.4899, 1.1337, 1.8365], [-2.0136, 0.6630, -0.1140], [1.9212, 0.0512, 0.4155]],
  "forces_ev_per_a": [[-0.82, -1.23, 0.29], [3.11, 0.24, -0.49], [-2.59, 0.98, 0.50], [2.36, -0.71, 1.37], [0.11, -0.18, -0.28], [-1.26, 0.34, -1.79], [-0.73, 1.79, 0.08], [-0.25, -1.56, -2.61], [0.21, 0.18, 1.92], [-0.13, 0.15, 1.02]],
  "lowdin_charge": [-0.275, -0.228, -0.047, -0.367, -0.167, -0.098, 0.048, 0.082, 0.061, -0.010],
  "charge": -1,
  "lumo_energy_ha": 0.164,
  "relative_energy_kcal_mol": 105.00,
  "homo_lumo_gap_ev": 6.730,
  "smiles": "C/N=N/N([O-])O"
}

{
  "formula": "CH4N3P",
  "method": "ωB97M-V/def2-TZVPD",
  "symbols": ["C", "N", "N", "N", "P", "H", "H", "H", "H"],
  "positions_angstrom": [[-0.7246, 0.1239, -0.8803], [0.5771, -0.2762, -1.2595], [1.3928, -0.5145, -0.3864], [1.0076, -0.3724, 0.8586], [-0.7027, 0.0754, 0.9825], [-0.8079, 1.0267, -1.3992], [-1.5646, -0.4683, -1.2459], [1.3656, -1.0582, 1.7987], [-0.5433, 1.4636, 1.5315]],
  "forces_ev_per_a": [[-1.00, 0.07, 1.60], [1.06, -0.82, -1.95], [2.26, -1.48, -0.77], [-1.12, -1.50, 5.83], [-0.29, 0.78, 1.28], [-0.67, 1.95, -0.23], [0.50, -0.56, -0.13], [-0.76, 2.57, -4.53], [0.01, -1.00, -1.09]],
  "lowdin_charge": [-0.447, -0.093, -0.150, -0.351, 0.812, 0.051, 0.065, 0.196, -0.085],
  "charge": 0,
  "lumo_energy_ha": 0.028,
  "relative_energy_kcal_mol": 70.55,
  "homo_lumo_gap_ev": 9.468,
  "smiles": "C1N=NNP1"
}

{
  "formula": "CH4N3P",
  "method": "ωB97M-V/def2-TZVPD",
  "symbols": ["C", "N", "N", "N", "P", "H", "H", "H", "H"],
  "positions_angstrom": [[-0.7357, 0.6449, -0.2143], [0.6865, 1.2131, 0.3817], [1.6274, 0.4883, 0.5566], [1.9907, -0.5753, 0.0870], [-0.7320, -1.0119, -0.8993], [-1.3967, 0.6215, 0.5824], [-0.9106, 1.5850, -0.8435], [2.6032, -1.1276, 0.6546], [-0.7068, -1.8742, 0.1796]],
  "forces_ev_per_a": [[1.24, 0.72, -1.46], [0.11, 0.35, 0.94], [-1.18, 1.89, 0.25], [-0.62, -2.27, -1.71], [1.43, 0.68, -1.99], [-0.91, 0.60, 1.96], [-0.23, -2.00, 0.31], [0.46, -0.11, 0.53], [-0.31, 0.14, 1.18]],
  "lowdin_charge": [-0.546, 0.002, -0.229, 0.057, 0.781, -0.005, 0.080, 0.056, -0.197],
  "charge": 0,
  "lumo_energy_ha": [-0.038, -0.032],
  "relative_energy_kcal_mol": 112.59,
  "homo_lumo_gap_ev": [7.418, 7.579]
}

{
  "formula": "CH4N3P",
  "method": "ωB97M-V/def2-TZVPD",
  "symbols": ["C", "N", "N", "N", "P", "H", "H", "H", "H"],
  "positions_angstrom": [[0.2653, 0.8400, 0.6078], [0.5584, 0.9979, -0.7853], [0.0972, 0.1481, -1.5201], [-0.5945, -0.8327, -0.9286], [-0.7952, -0.6890, 0.8062], [1.5511, 0.8156, 1.2078], [-0.1717, 1.7507, 1.0131], [-1.1375, -1.4250, -1.5379], [0.2269, -1.6055, 1.1369]],
  "forces_ev_per_a": [[3.83, -0.14, 2.63], [0.71, 1.30, -0.11], [-0.12, -0.49, -1.57], [-0.80, -0.69, 0.71], [0.25, -0.01, -0.21], [-4.15, -0.14, -1.60], [-0.01, -0.06, -0.07], [0.14, 0.24, -0.01], [0.14, -0.01, 0.22]],
  "lowdin_charge": [-0.468, -0.120, -0.115, -0.312, 0.832, 0.179, 0.031, 0.075, -0.103],
  "charge": 0,
  "lumo_energy_ha": 0.026,
  "relative_energy_kcal_mol": 63.33,
  "homo_lumo_gap_ev": 9.591
}

Which value of charge does entry 3 give? 0

Which of these has the lowest charge? CH4N3O2

Please write out number 1 again, unchanged.
{
  "formula": "CH4N3O2",
  "method": "ωB97M-V/def2-TZVPD",
  "symbols": ["C", "N", "N", "N", "O", "O", "H", "H", "H", "H"],
  "positions_angstrom": [[-1.4645, 0.3895, 0.8725], [-0.1242, 0.0877, 0.5282], [0.0525, -0.1859, -0.7513], [1.1459, -0.3298, -1.2832], [1.4368, -0.6445, -2.4574], [2.3580, -0.4994, -0.2394], [-1.8223, -0.6655, 1.1926], [-1.4899, 1.1337, 1.8365], [-2.0136, 0.6630, -0.1140], [1.9212, 0.0512, 0.4155]],
  "forces_ev_per_a": [[-0.82, -1.23, 0.29], [3.11, 0.24, -0.49], [-2.59, 0.98, 0.50], [2.36, -0.71, 1.37], [0.11, -0.18, -0.28], [-1.26, 0.34, -1.79], [-0.73, 1.79, 0.08], [-0.25, -1.56, -2.61], [0.21, 0.18, 1.92], [-0.13, 0.15, 1.02]],
  "lowdin_charge": [-0.275, -0.228, -0.047, -0.367, -0.167, -0.098, 0.048, 0.082, 0.061, -0.010],
  "charge": -1,
  "lumo_energy_ha": 0.164,
  "relative_energy_kcal_mol": 105.00,
  "homo_lumo_gap_ev": 6.730,
  "smiles": "C/N=N/N([O-])O"
}

What is the charge in the fourth record? 0